# 1
This record from the OMol25 dataset describes 2 unconnected molecules or ions with the total composition C10H23BrNO2Si. The level of theory is ωB97M-V/def2-TZVPD.

The calculation puts the HOMO energy at -2.59 eV. For the frontier orbital gap, the calculation gives 5.00 eV. As for the total charge: -1.

Each line ends with the Löwdin charge.
Positions of all 38 atoms, in Å:
C -0.6079 3.3800 4.3452  -0.184
C -1.6335 3.8231 3.3103  -0.750
Br -3.1990 2.6795 3.4640  0.604
C -1.0753 3.8972 1.8475  -0.490
N -1.3507 2.8429 0.9411  -0.206
Si -0.3576 1.5021 0.8927  0.257
C 1.4708 1.8423 1.3286  -0.205
C -0.3698 0.7818 -0.8571  -0.204
C -0.8622 0.0336 2.0046  -0.218
H -0.4639 2.3005 4.2986  0.046
H -0.9308 3.6307 5.3557  0.056
H 0.3457 3.8623 4.1314  0.065
H -2.0089 4.8080 3.5870  0.055
H -1.4822 4.8463 1.4559  0.074
H 0.0062 4.0807 2.0044  0.069
H 1.8075 2.7933 0.9125  0.009
H 1.6329 1.8536 2.4098  0.002
H 2.1185 1.0590 0.9224  0.005
H 0.1938 1.4423 -1.5209  0.014
H -1.3955 0.7716 -1.2270  0.017
H 0.0606 -0.2178 -0.9264  -0.003
H -0.3178 -0.8795 1.7435  0.000
H -1.9310 -0.1375 1.8689  0.005
H -0.6845 0.2498 3.0609  -0.009
O -0.9503 -1.5200 -3.5335  0.124
C -0.3435 -2.5378 -3.3895  -0.524
O 0.7034 -2.5503 -2.5319  -0.006
C 1.3781 -3.7433 -2.1458  -0.244
C 2.4712 -4.1264 -3.1230  -0.069
C -0.6693 -3.7910 -4.1776  0.007
H 0.6676 -4.5569 -1.9884  0.110
H 1.8086 -3.5057 -1.1743  0.125
H 2.0662 -4.3598 -4.1082  0.064
H 3.0139 -5.0005 -2.7602  0.077
H 3.1742 -3.3015 -3.2355  0.083
H -0.1368 -3.7455 -5.1276  0.090
H -1.7365 -3.7860 -4.3804  0.087
H -0.4120 -4.7214 -3.6778  0.065

# 2
This record from the OMol25 dataset describes a molecular structure, C9H58NO21. The level of theory is ωB97M-V/def2-TZVPD.

The calculation puts the HOMO energy at -5.24 eV. For the frontier orbital gap, the calculation gives 6.27 eV. As for the total charge: -1. The relative energy (zero: lowest compared OMol25 entry of this formula, charge and spin) comes out at 3089.7 kJ/mol.

Each line ends with the Löwdin charge.
Positions of all 89 atoms, in Å:
C 1.4199 -1.2673 -1.2734  -0.091
C 0.3161 -0.3738 -0.7076  -0.262
C -0.8707 -1.4374 -0.6018  -0.056
C -2.0762 -0.7753 0.1400  -0.188
C -1.6556 -0.2216 1.5035  -0.130
C -0.5282 0.8188 1.4261  -0.347
N 0.6192 0.2825 0.6144  -0.036
O 1.9285 0.9516 0.7029  -0.237
C -0.1015 0.8651 2.9267  -0.027
C -0.9929 2.2006 0.9385  -0.013
C -0.1042 0.6758 -1.7617  -0.059
H 2.2753 -0.6581 -1.5654  0.019
H 1.0963 -1.6749 -2.2311  0.071
H 1.8030 -1.9942 -0.5571  0.094
H -0.5958 -2.4379 -0.2680  0.049
H -1.1909 -1.6602 -1.6196  0.069
H -2.7665 -1.6047 0.2941  0.124
H -2.4351 0.1301 -0.3495  0.117
H -1.1822 -1.0283 2.0631  0.069
H -2.5398 0.2097 1.9728  0.124
H 0.6684 1.6114 3.1227  -0.017
H 0.3887 -0.0263 3.3182  0.097
H -0.9897 1.1508 3.4903  0.082
H -1.4894 2.2127 -0.0318  0.065
H -0.1974 2.9224 0.7534  0.060
H -1.6621 2.7419 1.6073  0.124
H 0.1475 1.7205 -1.5792  0.057
H -1.1563 0.7373 -2.0398  0.121
H 0.3218 0.5243 -2.7534  0.015
O -0.8302 3.0417 -2.2317  -0.047
H -1.2506 2.7107 -3.0253  0.017
H -0.2581 2.3287 -1.9479  -0.110
O -0.1560 -2.8155 -2.8373  -0.099
H 0.6904 -3.1717 -2.5671  0.103
H -0.2705 -3.1244 -3.7360  0.121
O 2.3940 1.2333 2.9602  -0.097
H 1.9563 1.0796 2.1229  -0.059
H 2.6150 0.3584 3.2796  0.066
O -2.4779 -3.0351 -2.6630  -0.038
H -1.5745 -3.0071 -2.9781  -0.064
H -2.5950 -2.2075 -2.1964  0.023
O 0.2812 -0.4465 -3.9225  -0.033
H -0.1655 -0.9192 -3.2202  0.054
H 0.8616 -1.0968 -4.3182  0.107
O 2.1100 1.3025 -2.4932  -0.066
H 1.5593 1.3590 -1.7123  0.015
H 2.4860 0.4229 -2.4586  -0.103
O 3.5520 -1.5000 -0.3641  -0.128
H 2.8463 -1.2491 0.2319  -0.075
H 3.5310 -2.4569 -0.3716  0.082
O 2.1871 2.9934 1.1137  -0.058
H 3.0296 2.5754 0.9356  0.056
H 1.5507 2.2798 1.0677  -0.048
O -0.2930 4.7829 1.2293  -0.066
H 0.3734 4.1910 1.5783  -0.016
H -0.4023 4.5107 0.3181  0.027
O -0.5587 1.4374 -4.0595  -0.082
H -1.4016 1.0747 -3.7872  0.052
H 0.0908 0.8422 -3.6852  -0.098
O -0.1647 -2.5269 2.4644  0.009
H 0.3942 -1.7665 2.6247  0.051
H 0.4029 -3.1508 2.0118  0.082
O -4.2643 -0.9071 0.1748  -0.062
H -4.5434 -0.1172 0.6379  0.041
H -3.3550 -0.7338 -0.0689  -0.158
O -2.9775 0.3755 4.5738  -0.046
H -2.6137 0.6063 3.7191  -0.020
H -2.2526 0.5034 5.1857  0.030
O 2.8599 -0.7636 -2.8877  -0.034
H 2.8119 -1.4994 -2.2772  0.052
H 3.7703 -0.7561 -3.1832  0.130
O -2.3360 -2.4616 2.7659  -0.071
H -2.6456 -1.8277 2.1189  -0.011
H -1.3921 -2.3111 2.8167  -0.128
O 3.2771 0.7564 -0.6511  -0.089
H 2.5869 0.3969 -0.0937  -0.158
H 3.7990 -0.0040 -0.9074  0.018
O -0.0775 -3.9066 -0.3343  -0.029
H -0.8300 -4.4061 -0.6511  0.080
H -0.0028 -3.1725 -0.9440  -0.029
O 2.2739 -1.3715 1.4740  0.002
H 1.5545 -0.8161 1.1736  -0.016
H 2.0275 -2.2540 1.1971  0.065
O -3.4648 1.9627 0.3336  -0.051
H -2.5178 1.8362 0.2745  -0.078
H -3.7790 1.8451 -0.5629  0.059
O 0.8316 3.0143 3.4962  -0.062
H 1.7413 2.7347 3.3936  0.024
H 0.5553 2.6312 4.3287  0.067

# 3
This record from the OMol25 dataset describes a molecular structure, Ca8O20P5. The level of theory is ωB97M-V/def2-TZVPD.

The calculation puts the HOMO energy (alpha / beta) at -12.80 / -12.80 eV. For the frontier orbital gap (alpha / beta), the calculation gives 2.52 / 2.52 eV. Its spin multiplicity is 2. As for the total charge: +2. The expectation value of S² is 0.760.

Each line ends with the Löwdin charge.
Positions of all 33 atoms, in Å:
Ca -18.9155 6.4486 -17.1150  1.646
Ca -22.5459 4.4659 -21.2274  1.508
Ca -18.5814 8.7408 -20.3101  1.496
Ca -21.0476 7.3496 -21.8134  1.577
Ca -22.0551 5.6163 -18.1597  1.570
Ca -16.6844 4.8632 -20.7367  1.519
Ca -19.1793 3.4003 -22.9857  1.642
Ca -19.2993 2.5304 -18.6658  1.508
P -20.7030 8.6959 -18.4639  -0.198
O -21.7875 9.7321 -18.0941  -0.307
O -20.7333 7.3222 -18.0027  -0.634
O -19.4163 9.2751 -18.1402  -0.365
O -20.6548 8.7480 -20.0642  -0.696
P -17.3389 1.9188 -20.6157  -0.114
O -17.3516 3.0223 -19.4688  -0.672
O -17.2613 2.9022 -21.7717  -0.651
O -18.7172 1.3990 -20.4748  -0.452
O -16.1599 0.9020 -20.6528  -0.322
P -16.0902 7.4728 -19.1726  0.020
O -15.2458 8.5578 -18.5302  -0.052
O -15.4295 6.1935 -19.5614  -0.431
O -16.3168 8.3234 -20.4802  -0.375
O -17.6246 7.1547 -18.9046  -0.644
P -19.9576 5.3091 -20.2214  -0.064
O -19.3127 6.1244 -21.2325  -0.475
O -20.1665 4.0266 -21.0827  -0.597
O -21.2968 6.0349 -20.0961  -0.766
O -19.3562 5.0290 -18.7747  -0.560
P -22.5065 2.5444 -18.7835  -0.174
O -21.3111 3.0624 -17.9683  -0.586
O -23.0425 3.8920 -19.1967  -0.670
O -23.5155 1.8032 -17.8958  -0.312
O -22.2221 2.0294 -20.1451  -0.367

# 4
This record from the OMol25 dataset describes C2H4N4O in the gas phase. The level of theory is ωB97M-V/def2-TZVPD.

The calculation puts the HOMO energy at -9.29 eV. For the frontier orbital gap, the calculation gives 9.92 eV. As for the total charge: 0. The relative energy (zero: lowest compared OMol25 entry of this formula, charge and spin) comes out at 243.4 kJ/mol.

Each line ends with the Löwdin charge.
Positions of all 11 atoms, in Å:
N 2.1289 0.3445 0.0290  0.153
C 0.8017 0.0764 0.0165  -0.495
N 0.2846 -1.0226 0.5528  0.072
N -1.1226 -0.7779 0.3545  0.038
C -1.2334 0.5146 -0.3997  -0.555
O -2.4183 0.8659 -0.3942  0.013
N -0.0369 1.0253 -0.5223  0.169
H 2.7824 -0.4163 0.1283  0.104
H 2.4145 1.1373 -0.5257  0.103
H -1.5715 -1.6033 -0.0392  0.161
H -1.9859 -0.1690 0.8368  0.239

# 5
This record from the OMol25 dataset describes 2 unconnected molecules or ions with the total composition C4H15N2O. The level of theory is ωB97M-V/def2-TZVPD.

The calculation puts the HOMO energy at -12.88 eV. For the frontier orbital gap, the calculation gives 9.85 eV. As for the total charge: +1. The relative energy (zero: lowest compared OMol25 entry of this formula, charge and spin) comes out at 179.1 kJ/mol.

Each line ends with the Löwdin charge.
Positions of all 22 atoms, in Å:
C -1.4474 1.1378 0.0190  -0.268
N -1.7639 0.3598 1.1219  -0.141
C -2.0039 -1.1209 0.9799  -0.067
C -0.2222 0.6300 -0.7227  -0.152
N 0.8725 0.3684 0.2039  -0.047
C 2.1605 1.0179 -0.1627  -0.001
H -1.1467 2.1279 0.3796  0.137
H -2.2140 1.1679 -0.7522  0.130
H -2.5514 0.7810 1.6759  0.147
H -2.1999 -1.3244 -0.1072  0.094
H -2.7611 -1.5601 1.6556  0.099
H -1.0800 -1.5769 1.2319  0.042
H 0.1870 1.3278 -1.5261  0.159
H -0.3950 -0.4026 -1.1749  0.138
H 0.5756 0.7467 1.0465  0.125
H 1.1547 -0.6156 0.3597  0.143
H 1.9809 2.1325 -0.2320  0.129
H 2.4702 0.5192 -1.1287  0.116
H 2.8192 0.8275 0.6925  0.111
H 2.3700 -2.2285 -1.8008  0.079
H 1.2579 -2.4818 -0.7278  0.084
O 1.9371 -1.8337 -1.0311  -0.054

Max |F| for the records above, in order: 0.0125; 0.2020; 0.2490; 0.0589; 0.0854 Eh/bohr
Electronic energy for the records above, in order: -3463.60659; -2011.38377; -8633.14193; -372.80763; -345.87751 hartree